This record from the Open Molecules 2025 dataset describes an isolated ion of composition CH7BNO and charge +1 in a non-equilibrium geometry. The level of theory is the ωB97M-V functional and the def2-TZVPD basis.

Computed properties:
- spin multiplicity = 1
- net charge = +1
- SMILES = [NH3+]CBO

Each line ends with the natural charge from an NBO analysis.
Element x y z (Å)
1 B -0.975 0.550 -0.503  0.770
2 C -0.205 0.021 0.798  -0.589
3 N 1.098 -0.621 0.412  -0.670
4 O -0.449 0.207 -1.656  -0.892
5 H -2.013 1.471 -0.294  -0.040
6 H -0.004 0.858 1.464  0.262
7 H -0.806 -0.686 1.367  0.266
8 H 1.322 -0.299 -0.541  0.456
9 H 1.851 -0.365 1.055  0.448
10 H 1.016 -1.642 0.378  0.448
11 H -0.835 0.506 -2.481  0.541


This record from the Open Molecules 2025 dataset describes C17H36N4O5RuS3Sb as an isolated structure. The level of theory is the ωB97M-V functional and the def2-TZVPD basis.

Computed properties:
- spin multiplicity = 6
- net charge = +2

Each line ends with the natural charge from an NBO analysis.
Element x y z (Å)
1 Ru -0.055 1.008 0.304  1.161
2 O 4.151 2.706 0.032  -0.627
3 C 2.913 2.313 -0.188  0.788
4 O 2.013 2.415 0.622  -0.639
5 C 2.682 1.735 -1.569  -0.178
6 O 1.745 0.683 -1.485  -0.537
7 C 2.309 -0.576 -1.099  -0.184
8 C 1.123 -1.518 -0.958  0.780
9 O 1.180 -2.669 -1.361  -0.610
10 O 0.059 -0.998 -0.432  -0.829
11 H 4.218 3.090 0.923  0.515
12 H 3.616 1.427 -2.042  0.228
13 H 2.219 2.519 -2.173  0.239
14 H 2.831 -0.493 -0.137  0.203
15 H 2.997 -0.944 -1.859  0.227
16 N -2.331 0.666 1.323  -0.655
17 N -2.335 0.596 2.717  -0.433
18 C -1.196 0.683 3.427  0.327
19 N -1.316 0.622 4.751  -0.746
20 S 0.343 0.871 2.738  -0.183
21 H -2.895 1.447 0.998  0.401
22 H -2.695 -0.203 0.940  0.395
23 H -3.225 0.512 3.188  0.399
24 H -2.199 0.487 5.218  0.413
25 H -0.484 0.653 5.316  0.438
26 C -3.177 -4.718 -3.880  -0.634
27 C -1.765 -4.166 -3.723  -0.501
28 C -0.703 -5.257 -3.625  -0.640
29 Sb -1.518 -2.841 -2.024  1.610
30 C -2.938 -1.223 -2.105  -0.537
31 C -4.392 -1.663 -1.963  -0.634
32 C -2.702 -0.411 -3.376  -0.635
33 C -1.847 -3.884 -0.176  -0.539
34 C -2.847 -5.029 -0.319  -0.630
35 C -2.247 -2.919 0.936  -0.641
36 H -3.219 -5.300 -4.805  0.242
37 H -3.932 -3.939 -3.961  0.213
38 H -3.451 -5.388 -3.067  0.217
39 H -1.536 -3.491 -4.551  0.231
40 H -0.939 -5.968 -2.832  0.212
41 H 0.296 -4.859 -3.441  0.229
42 H -0.667 -5.818 -4.561  0.239
43 H -2.635 -0.623 -1.240  0.199
44 H -4.725 -2.220 -2.837  0.223
45 H -5.037 -0.783 -1.889  0.228
46 H -4.572 -2.283 -1.085  0.211
47 H -2.909 -1.003 -4.270  0.219
48 H -1.676 -0.043 -3.447  0.218
49 H -3.370 0.452 -3.402  0.229
50 H -0.856 -4.286 0.043  0.247
51 H -3.835 -4.679 -0.623  0.209
52 H -2.962 -5.527 0.647  0.235
53 H -2.515 -5.782 -1.031  0.222
54 H -3.266 -2.548 0.789  0.195
55 H -1.551 -2.083 1.015  0.218
56 H -2.237 -3.449 1.891  0.236
57 S -1.154 2.778 -1.151  -0.228
58 C -0.774 4.171 -0.249  -0.017
59 N -0.216 5.253 -0.750  -0.540
60 C 0.155 6.312 0.193  -0.230
61 C -0.786 6.139 1.381  -0.526
62 S -1.142 4.350 1.430  0.354
63 H 0.049 5.278 -1.724  0.437
64 H 0.043 7.288 -0.274  0.246
65 H 1.197 6.172 0.487  0.216
66 H -1.727 6.667 1.239  0.244
67 H -0.328 6.449 2.315  0.262


This record from the Open Molecules 2025 dataset describes C42H45N2O2RhSSbSe4Te as an isolated structure in a non-equilibrium geometry. The level of theory is the ωB97M-V functional and the def2-TZVPD basis.

Computed properties:
- spin multiplicity = 2
- net charge = -2

Each line ends with the Mulliken spin population.
Element x y z (Å)
1 Rh -0.211 0.136 -0.100  0.168
2 C -5.090 -1.177 5.015  -0.001
3 C -4.578 0.036 4.217  -0.002
4 C -5.169 -0.037 2.809  0.010
5 C -5.073 1.335 4.866  0.001
6 C -3.057 0.032 4.215  0.031
7 C -2.381 0.009 5.440  -0.002
8 C -0.998 0.005 5.513  0.001
9 C -0.272 0.023 4.343  -0.006
10 S 1.463 0.005 4.133  0.000
11 C 1.209 0.011 2.391  0.001
12 N -0.068 0.055 2.024  0.001
13 C -0.916 0.058 3.089  -0.026
14 C -2.316 0.057 3.049  -0.056
15 C 2.239 -0.131 1.428  -0.021
16 C 3.598 -0.217 1.755  -0.004
17 C 4.528 -0.403 0.756  0.004
18 C 4.110 -0.547 -0.561  -0.003
19 C 2.759 -0.471 -0.884  0.005
20 C 1.793 -0.235 0.084  -0.009
21 H -6.175 -1.241 4.938  0.000
22 H -4.832 -1.100 6.069  0.000
23 H -4.662 -2.101 4.627  0.000
24 H -6.256 -0.016 2.868  0.000
25 H -4.874 -0.955 2.301  0.000
26 H -4.863 0.823 2.218  -0.001
27 H -6.157 1.317 4.961  0.000
28 H -4.804 2.187 4.242  0.000
29 H -4.640 1.476 5.854  0.000
30 H -2.941 0.018 6.363  0.000
31 H -0.495 -0.003 6.468  0.000
32 H -2.798 0.144 2.086  0.063
33 H 3.896 -0.130 2.793  0.000
34 H 5.584 -0.442 0.998  0.001
35 H 4.839 -0.700 -1.347  0.000
36 H 2.470 -0.590 -1.924  0.001
37 C -1.407 -6.857 -6.891  0.001
38 C -1.182 -5.694 -5.969  -0.002
39 C -1.779 -5.633 -4.720  0.002
40 C -1.568 -4.548 -3.880  0.001
41 C -2.246 -4.516 -2.545  -0.003
42 C -0.742 -3.498 -4.277  0.014
43 Te -0.287 -1.838 -2.775  -0.017
44 N 0.009 0.196 -1.978  0.016
45 C 0.306 1.030 -2.940  -0.012
46 O 0.425 0.630 -4.120  0.006
47 C 0.444 2.482 -2.626  0.012
48 C 0.979 2.928 -1.420  -0.005
49 C 1.035 4.283 -1.145  -0.001
50 C 0.581 5.202 -2.079  0.005
51 C 0.068 4.761 -3.288  0.000
52 C -0.012 3.408 -3.558  -0.004
53 C -2.326 -1.220 -2.910  0.017
54 C -3.035 -1.217 -1.717  0.006
55 C -4.341 -0.765 -1.654  0.020
56 C -4.965 -0.351 -2.815  0.003
57 C -4.271 -0.373 -4.011  0.001
58 C -2.939 -0.771 -4.076  -0.007
59 C -2.205 -0.693 -5.377  -0.001
60 C -0.132 -3.557 -5.527  -0.007
61 C 0.769 -2.470 -6.036  0.001
62 C -0.365 -4.647 -6.358  0.002
63 H -1.952 -7.650 -6.384  0.000
64 H -0.456 -7.256 -7.245  0.000
65 H -1.980 -6.542 -7.764  0.000
66 H -2.418 -6.443 -4.388  0.000
67 H -2.743 -5.459 -2.326  0.000
68 H -2.988 -3.718 -2.528  0.000
69 H -1.517 -4.302 -1.762  0.000
70 H 1.350 2.214 -0.684  0.001
71 H 1.425 4.627 -0.197  0.001
72 H 0.608 6.258 -1.849  0.000
73 H -0.296 5.474 -4.013  -0.001
74 H -0.446 3.055 -4.484  0.002
75 H -2.547 -1.570 -0.820  -0.016
76 H -4.861 -0.724 -0.707  -0.006
77 H -5.988 -0.003 -2.786  0.000
78 H -4.763 -0.053 -4.921  0.000
79 H -2.719 -0.019 -6.064  0.000
80 H -2.140 -1.682 -5.834  0.000
81 H -1.195 -0.320 -5.202  0.000
82 H 0.880 -1.681 -5.293  0.002
83 H 0.350 -2.035 -6.944  0.000
84 H 1.752 -2.874 -6.284  0.000
85 H 0.110 -4.672 -7.332  0.000
86 C -2.936 -3.952 1.558  -0.001
87 C -1.495 -3.483 1.374  0.002
88 O -1.420 -2.187 0.840  0.005
89 H -2.937 -4.982 1.915  0.000
90 H -3.474 -3.904 0.613  0.000
91 H -3.458 -3.334 2.289  0.000
92 H -0.978 -4.137 0.664  0.001
93 H -0.973 -3.534 2.343  0.000
94 H -1.942 -1.596 1.408  -0.018
95 Se -3.283 5.205 -1.754  0.036
96 Sb -2.499 4.100 0.364  -0.026
97 Se -2.039 1.456 -0.210  0.784
98 Se -4.538 3.949 1.795  0.060
99 Se -1.023 5.874 1.540  -0.028


This record from the Open Molecules 2025 dataset describes C14H16Cl5I2O2Pr as an isolated structure. The level of theory is the ωB97M-V functional and the def2-TZVPD basis.

Computed properties:
- spin multiplicity = 3
- net charge = +2

Each line ends with the Mulliken spin population.
Element x y z (Å)
1 Pr 0.100 0.715 -0.409  2.020
2 Cl 3.491 -0.530 -0.451  0.000
3 C 3.464 1.222 -0.574  -0.001
4 C 2.213 1.791 -0.596  -0.018
5 C 2.151 3.160 -0.583  0.000
6 Cl 0.505 3.805 -0.487  -0.003
7 C 3.252 3.990 -0.604  0.001
8 Cl 3.079 5.686 -0.595  0.000
9 C 4.512 3.372 -0.630  0.000
10 Cl 5.913 4.330 -0.671  0.000
11 C 4.627 1.970 -0.597  0.000
12 Cl 6.152 1.210 -0.581  0.000
13 C -3.788 -0.339 0.544  -0.001
14 C -3.114 0.616 1.547  0.002
15 C -2.737 1.780 0.664  0.000
16 O -2.189 1.095 -0.519  -0.001
17 C -3.125 -0.014 -0.805  0.002
18 H -4.853 -0.126 0.487  0.000
19 H -3.679 -1.386 0.816  0.000
20 H -2.214 0.168 1.978  0.000
21 H -3.764 0.902 2.371  0.000
22 H -1.987 2.471 1.046  -0.001
23 H -3.613 2.345 0.352  0.000
24 H -2.545 -0.830 -1.227  -0.001
25 H -3.834 0.337 -1.547  0.000
26 I 1.086 1.221 2.505  -0.004
27 I -0.312 0.847 4.758  -0.001
28 C 0.051 -3.728 -1.322  0.001
29 C 0.171 -3.870 0.198  0.000
30 C -0.350 -2.542 0.720  0.000
31 O -0.104 -1.575 -0.386  0.009
32 C 0.495 -2.301 -1.536  0.002
33 H -0.979 -3.867 -1.651  0.000
34 H 0.686 -4.425 -1.866  0.000
35 H 1.211 -4.017 0.489  0.000
36 H -0.413 -4.699 0.591  0.000
37 H 0.170 -2.184 1.604  0.000
38 H -1.422 -2.554 0.895  -0.001
39 H 1.573 -2.200 -1.478  0.001
40 H 0.119 -1.846 -2.450  -0.003


E_tot for the records above, in order: -5358.5578 -76021.6064 -340419.4086 -111740.0671 eV